--- a ---
14 unconnected molecules or ions with the total composition C7H39NO13. Source: the Open Molecules 2025 dataset; level of theory: ωB97M-V with the def2-TZVPD basis set.

CARTESIAN COORDINATES (ANGSTROEM)
C1 3.913 0.942 1.058
C2 2.792 0.475 2.011
N1 0.005 0.130 0.696
C3 0.320 1.020 1.767
C4 1.554 1.363 2.213
C5 1.782 2.442 3.274
C6 -1.529 2.662 2.154
C7 -0.826 1.559 2.474
H1 3.748 1.815 0.445
H2 4.766 1.313 1.670
H3 4.276 0.005 0.501
H4 2.534 -0.454 1.611
H5 3.305 0.247 2.956
H6 0.589 -0.672 0.449
H7 -0.989 0.015 0.596
H8 2.822 2.707 3.484
H9 1.250 2.087 4.190
H10 1.245 3.364 3.091
H11 -0.985 3.323 1.455
H12 -2.458 2.925 2.724
H13 -1.533 0.843 3.016
H14 -2.501 -1.873 -2.435
H15 -2.239 -3.146 -3.164
O1 -2.904 -2.747 -2.575
H16 0.110 -1.773 2.554
H17 1.568 -1.418 3.166
O2 1.061 -1.995 2.597
H18 2.176 -0.870 -2.151
H19 2.505 -1.110 -3.752
O3 1.969 -0.696 -3.071
H20 0.823 3.437 -3.659
H21 -0.326 3.435 -4.452
O4 0.003 3.988 -3.736
H22 -2.648 -3.995 -0.448
H23 -3.189 -4.915 0.476
O5 -2.323 -4.539 0.289
H24 0.902 -3.612 -0.782
H25 0.374 -4.922 -1.281
O6 1.161 -4.525 -0.883
H26 -2.383 -1.287 1.414
H27 -3.773 -1.649 1.936
O7 -3.024 -1.088 2.132
H28 1.351 5.385 -0.628
H29 1.264 4.020 0.120
O8 0.946 4.941 0.127
H30 -3.682 0.511 -3.040
H31 -4.040 1.300 -1.772
O9 -3.349 1.181 -2.433
H32 -0.006 -0.587 -2.699
H33 0.465 -1.461 -1.614
O10 -0.388 -1.240 -2.103
H34 -1.536 -1.349 -0.846
H35 -3.024 -0.691 -0.949
O11 -2.395 -1.117 -0.369
H36 2.774 -1.991 -0.345
H37 1.777 -2.225 0.892
O12 1.859 -2.061 -0.078
H38 0.312 1.144 -1.085
H39 0.792 2.689 -1.354
O13 0.653 1.804 -1.687

Values from the calculation:
- HOMO: -7.893 eV
- HOMO-LUMO gap: 7.88 eV

--- b ---
14 unconnected molecules or ions with the total composition C7H39NO13. Source: the Open Molecules 2025 dataset; level of theory: ωB97M-V with the def2-TZVPD basis set.

CARTESIAN COORDINATES (ANGSTROEM)
C1 0.065 3.637 -2.091
C2 0.509 3.106 -0.731
C3 0.705 1.698 -0.598
C4 1.873 1.078 -0.307
N1 3.141 1.659 -0.420
C5 -0.419 0.843 -0.439
C6 -0.189 -0.436 -1.360
C7 -0.685 -1.636 -1.012
H1 -0.936 3.288 -2.586
H2 0.600 3.242 -2.992
H3 -0.014 4.652 -2.307
H4 -0.263 3.395 0.048
H5 1.299 3.701 -0.464
H6 2.012 0.145 0.097
H7 3.307 2.662 -0.657
H8 3.941 1.132 -0.397
H9 -0.690 0.469 0.587
H10 -1.334 1.358 -0.782
H11 0.090 -0.207 -2.360
H12 -0.582 -2.503 -1.638
H13 -1.006 -2.087 -0.057
H14 1.803 -4.131 -1.457
H15 1.483 -3.451 -0.046
O1 1.177 -4.258 -0.724
H16 -1.699 2.068 1.380
H17 -3.152 2.608 1.980
O2 -2.718 1.889 1.547
H18 -0.037 1.929 4.369
H19 1.069 2.893 3.699
O3 0.133 2.775 3.722
H20 1.226 -3.623 3.341
H21 0.852 -3.840 1.994
O4 1.444 -4.195 2.565
H22 3.149 2.053 3.468
H23 2.296 0.807 3.243
O5 2.727 1.398 3.903
H24 -3.000 0.164 2.244
H25 -3.272 -1.099 1.489
O6 -3.507 -0.654 2.260
H26 -0.171 -2.495 3.077
H27 -1.190 -1.420 2.777
O7 -0.225 -1.529 2.936
H28 1.756 -1.938 -2.517
H29 3.281 -1.967 -2.222
O8 2.524 -2.547 -2.278
H30 -1.937 -1.726 -3.635
H31 -2.303 -0.368 -3.308
O9 -1.529 -0.821 -3.758
H32 0.507 -0.813 -4.206
H33 1.489 -0.023 -4.765
O10 1.391 -0.561 -3.931
H34 -3.607 1.094 -0.031
H35 -4.685 0.934 -1.106
O11 -3.692 0.715 -1.034
H36 1.810 -1.454 2.331
H37 3.261 -1.230 2.944
O12 2.682 -0.959 2.313
H38 -4.098 -2.425 -0.613
H39 -3.392 -1.027 -0.869
O13 -3.270 -1.967 -0.615

Values from the calculation:
- HOMO: -7.300 eV
- HOMO-LUMO gap: 7.32 eV

a is favored, and the nearest alternative lies 0.0721 hartree above it.

--- a ---
A molecular structure, C33H33BrN2PPdSe. Source: the Open Molecules 2025 dataset; level of theory: ωB97M-V with the def2-TZVPD basis set.

CARTESIAN COORDINATES (ANGSTROEM)
Pd1 -0.552 -0.344 0.580
C1 -5.674 2.927 -0.175
C2 -4.216 2.816 0.082
C3 -3.382 3.925 0.224
C4 -2.023 3.753 0.452
C5 -1.557 2.459 0.511
Br1 0.310 2.046 0.795
N1 -2.316 1.375 0.380
C6 -3.617 1.555 0.181
H1 -5.978 3.965 -0.268
H2 -6.241 2.468 0.634
H3 -5.939 2.404 -1.094
H4 -3.786 4.924 0.154
H5 -1.356 4.592 0.575
H6 -4.232 0.669 0.090
N2 -2.422 -1.796 0.436
C7 -2.170 -3.184 0.173
C8 -3.204 -4.109 0.257
C9 -2.973 -5.437 -0.059
C10 -1.715 -5.851 -0.469
C11 -0.676 -4.940 -0.551
C12 -0.893 -3.605 -0.214
P1 0.484 -2.419 -0.052
C13 1.211 -2.787 1.580
C14 1.214 -1.744 2.510
C15 1.734 -1.940 3.776
C16 2.249 -3.185 4.118
C17 2.244 -4.226 3.201
C18 1.725 -4.033 1.931
C19 1.729 -2.873 -1.282
C20 3.080 -2.986 -0.938
C21 3.979 -3.464 -1.873
C22 3.553 -3.788 -3.155
C23 2.225 -3.604 -3.518
C24 1.315 -3.131 -2.592
H7 -2.834 -1.358 -0.396
H8 -3.083 -1.696 1.212
H9 -4.195 -3.791 0.543
H10 -3.785 -6.144 -0.008
H11 -1.533 -6.886 -0.718
H12 0.305 -5.263 -0.866
H13 0.830 -0.748 2.203
H14 1.732 -1.138 4.499
H15 2.658 -3.336 5.105
H16 2.638 -5.192 3.478
H17 1.717 -4.843 1.218
H18 3.408 -2.754 0.067
H19 5.015 -3.598 -1.601
H20 4.259 -4.171 -3.876
H21 1.902 -3.834 -4.521
H22 0.278 -2.987 -2.864
C25 9.565 0.190 -0.314
C26 8.098 0.280 -0.347
C27 7.350 0.457 0.828
C28 5.974 0.512 0.832
C29 5.224 0.714 2.108
C30 5.287 0.355 -0.402
Se1 3.434 0.372 -0.427
C31 6.022 0.211 -1.613
C32 5.310 0.158 -2.921
C33 7.396 0.174 -1.561
H23 9.940 0.033 0.694
H24 10.012 1.111 -0.700
H25 9.924 -0.597 -0.978
H26 7.876 0.533 1.770
H27 5.843 1.228 2.840
H28 4.949 -0.250 2.544
H29 4.311 1.294 1.953
H30 4.334 -0.326 -2.815
H31 5.895 -0.363 -3.675
H32 5.151 1.177 -3.283
H33 7.952 0.052 -2.481

Values from the calculation:
- HOMO (spin up / spin down): -16.824 / -16.821 eV
- Charge: +3
- HOMO-LUMO gap (spin up / spin down): 5.71 / 5.65 eV

--- b ---
A molecular structure, C33H33BrN2PPdSe. Source: the Open Molecules 2025 dataset; level of theory: ωB97M-V with the def2-TZVPD basis set.

CARTESIAN COORDINATES (ANGSTROEM)
Pd1 1.980 1.916 1.406
C1 5.979 1.707 5.605
C2 4.800 1.141 4.870
C3 4.184 -0.046 5.253
C4 3.088 -0.546 4.554
C5 2.675 0.201 3.485
Br1 1.179 -0.259 2.356
N1 3.223 1.337 3.078
C6 4.273 1.802 3.763
H1 6.295 1.045 6.407
H2 5.731 2.675 6.043
H3 6.823 1.852 4.931
H4 4.559 -0.593 6.108
H5 2.594 -1.464 4.837
H6 4.708 2.732 3.418
N2 2.844 3.699 0.797
C7 2.474 4.198 -0.538
C8 3.166 5.248 -1.110
C9 2.807 5.668 -2.385
C10 1.778 5.035 -3.073
C11 1.088 3.987 -2.485
C12 1.432 3.574 -1.199
P1 0.556 2.310 -0.274
C13 -1.010 2.950 0.318
C14 -1.354 2.827 1.664
C15 -2.558 3.342 2.120
C16 -3.415 3.981 1.235
C17 -3.075 4.107 -0.107
C18 -1.875 3.596 -0.570
C19 0.268 0.932 -1.384
C20 -1.008 0.415 -1.587
C21 -1.201 -0.582 -2.540
C22 -0.123 -1.067 -3.269
C23 1.159 -0.570 -3.048
C24 1.355 0.430 -2.115
H7 3.853 3.557 0.819
H8 2.639 4.413 1.497
H9 3.981 5.732 -0.586
H10 3.344 6.485 -2.846
H11 1.518 5.357 -4.072
H12 0.300 3.483 -3.030
H13 -0.684 2.338 2.362
H14 -2.824 3.253 3.165
H15 -4.350 4.391 1.593
H16 -3.743 4.614 -0.790
H17 -1.615 3.709 -1.615
H18 -1.854 0.805 -1.035
H19 -2.203 -0.938 -2.746
H20 -0.282 -1.820 -4.031
H21 1.995 -0.945 -3.623
H22 2.348 0.840 -1.971
C25 -5.057 -7.559 -1.805
C26 -4.128 -6.428 -1.607
C27 -4.509 -5.326 -0.806
C28 -3.669 -4.278 -0.585
C29 -4.126 -3.107 0.220
C30 -2.318 -4.335 -1.166
Se1 -1.096 -3.134 -0.722
C31 -1.953 -5.453 -2.052
C32 -0.624 -5.515 -2.729
C33 -2.854 -6.458 -2.221
H23 -6.080 -7.317 -1.527
H24 -4.719 -8.388 -1.168
H25 -5.016 -7.931 -2.829
H26 -5.501 -5.322 -0.374
H27 -5.116 -3.295 0.628
H28 -4.174 -2.212 -0.404
H29 -3.441 -2.895 1.039
H30 -0.401 -4.587 -3.255
H31 -0.603 -6.336 -3.442
H32 0.172 -5.673 -2.000
H33 -2.605 -7.304 -2.850

Values from the calculation:
- HOMO: -16.422 eV
- Charge: +3
- HOMO-LUMO gap: 6.23 eV

b is favored, and the nearest alternative lies 0.0947 hartree above it.

--- a ---
A single C3H6N2S3 molecule. Source: the Open Molecules 2025 dataset; level of theory: ωB97M-V with the def2-TZVPD basis set.

CARTESIAN COORDINATES (ANGSTROEM)
C1 -0.399 2.227 2.330
N1 0.449 1.459 1.620
S1 -0.590 0.169 0.932
C2 0.369 -0.557 -0.245
C3 1.476 0.202 -0.782
S2 0.929 1.706 -1.645
N2 0.066 -1.758 -0.757
S3 -1.268 -2.577 -0.208
H1 -1.496 1.980 2.609
H2 0.213 3.081 2.874
H3 2.014 -0.492 -1.391
H4 2.277 0.425 0.008
H5 0.505 1.048 -2.692
H6 -0.938 -3.958 -0.536

Values from the calculation:
- HOMO: -8.280 eV
- HOMO-LUMO gap: 8.44 eV

--- b ---
A single C3H6N2S3 molecule. Source: the Open Molecules 2025 dataset; level of theory: ωB97M-V with the def2-TZVPD basis set.

CARTESIAN COORDINATES (ANGSTROEM)
C1 0.299 0.370 2.062
C2 -0.273 0.234 0.672
N1 0.187 -0.694 -0.143
N2 -0.216 -0.862 -1.390
S1 -1.331 0.216 -2.217
C3 0.267 -1.869 -2.166
S2 1.210 -3.159 -1.726
S3 -0.125 -1.779 -4.058
H1 0.815 -0.635 2.442
H2 -0.381 0.817 2.741
H3 1.111 1.055 1.913
H4 -0.887 1.159 0.485
H5 -0.325 0.969 -2.787
H6 0.552 -3.063 -4.399

Values from the calculation:
- HOMO: -8.275 eV
- HOMO-LUMO gap: 8.32 eV

a is favored, and the nearest alternative lies 0.0067 hartree above it.